The following is a quantum chemistry calculation of a cluster of 10 separate species, C31H85F3N11O12S in total, from the OMol25 dataset.

```
! RIJCOSX wB97M-V def2-TZVPD def2/J DEFGRID3
* xyz -1 1
C 1.07 1.83 -1.18
F 2.12 1.23 -1.82
F 1.52 2.97 -0.53
F 0.19 2.32 -2.04
S 0.23 0.45 -0.05
O -0.49 -0.52 -0.92
O 1.33 -0.19 0.64
O -0.72 1.09 0.87
C -3.88 -6.14 -4.36
O -4.58 -6.96 -4.84
N -4.15 -4.89 -4.32
N -2.88 -6.41 -3.55
H -3.55 -4.33 -3.73
H -5.09 -4.68 -4.60
H -2.84 -7.35 -3.20
H -2.51 -5.60 -3.07
C 0.83 2.20 7.34
O 1.34 2.65 8.33
N -0.23 2.61 6.66
N 1.24 1.04 6.87
H -0.53 3.53 6.94
H -0.37 2.10 5.80
H 0.96 0.66 5.97
H 2.00 0.64 7.39
C 9.00 -1.52 -3.20
C 9.46 -1.79 -4.62
C 10.51 -0.75 -5.11
O 10.15 0.60 -4.80
C 9.05 1.03 -5.64
N 9.96 -3.14 -4.57
H 9.86 -1.38 -2.55
H 8.35 -2.28 -2.76
H 8.33 -0.66 -3.08
H 8.62 -1.62 -5.29
H 10.66 -0.78 -6.19
H 11.45 -0.97 -4.61
H 8.04 0.68 -5.43
H 9.37 1.10 -6.68
H 9.00 2.09 -5.38
H 9.94 -3.55 -5.49
H 9.19 -3.57 -4.07
C 9.61 3.88 1.56
C 11.08 4.10 1.62
C 11.83 2.96 2.37
O 13.19 3.26 2.28
C 14.01 2.25 2.77
N 11.66 4.14 0.31
H 9.14 4.36 2.41
H 9.40 2.81 1.61
H 9.18 4.26 0.63
H 11.10 5.08 2.10
H 11.60 2.00 1.92
H 11.59 2.89 3.43
H 13.91 2.18 3.85
H 15.01 2.60 2.51
H 13.93 1.27 2.29
H 11.15 3.47 -0.25
H 12.49 3.63 0.54
C -8.72 -8.68 0.72
C -8.12 -7.24 0.55
C -9.18 -6.15 0.97
O -8.84 -4.88 0.39
C -7.54 -4.33 0.53
N -6.98 -7.25 1.38
H -7.97 -9.35 0.30
H -9.62 -8.94 0.15
H -8.86 -8.90 1.78
H -7.90 -7.08 -0.51
H -9.33 -6.24 2.04
H -10.18 -6.23 0.55
H -6.84 -4.93 -0.05
H -7.08 -4.27 1.52
H -7.58 -3.35 0.05
H -6.44 -8.06 1.12
H -6.33 -6.48 1.31
C 1.51 -7.27 2.50
C 3.02 -7.42 2.98
C 3.90 -7.90 1.82
O 5.24 -7.85 2.03
C 6.07 -8.58 1.08
N 3.48 -6.17 3.59
H 1.36 -6.53 1.71
H 0.92 -6.99 3.37
H 1.13 -8.23 2.16
H 3.10 -8.19 3.74
H 3.82 -7.29 0.92
H 3.56 -8.82 1.34
H 5.76 -9.62 1.13
H 7.16 -8.57 1.15
H 5.92 -8.39 0.02
H 4.48 -6.23 3.50
H 3.16 -5.38 3.05
C -1.57 3.18 -8.80
C -2.42 2.07 -8.25
C -1.60 0.80 -8.14
O -1.29 0.24 -9.42
C -0.12 -0.66 -9.37
N -3.14 2.55 -7.09
H -0.86 3.49 -8.03
H -2.20 4.06 -8.96
H -1.10 2.81 -9.71
H -3.18 1.80 -8.99
H -2.07 -0.02 -7.60
H -0.72 1.05 -7.55
H -0.27 -1.50 -8.68
H 0.72 -0.05 -9.05
H 0.09 -1.06 -10.36
H -2.39 2.60 -6.41
H -3.66 1.74 -6.77
C -7.18 1.58 6.85
C -7.63 3.02 6.43
C -7.49 3.93 7.70
O -8.68 3.63 8.49
C -8.91 4.62 9.47
N -6.81 3.46 5.37
H -6.13 1.51 7.13
H -7.44 0.88 6.05
H -7.74 1.36 7.75
H -8.68 3.11 6.17
H -7.38 4.98 7.44
H -6.61 3.70 8.30
H -9.76 4.33 10.09
H -9.05 5.63 9.09
H -8.07 4.73 10.15
H -5.89 3.68 5.71
H -6.63 2.72 4.70
C -4.46 7.89 0.04
C -5.84 8.56 0.08
C -6.99 7.81 -0.66
O -8.32 8.42 -0.47
C -8.63 9.61 -1.22
N -6.13 8.73 1.50
H -4.04 7.66 -0.94
H -4.62 6.95 0.57
H -3.74 8.40 0.67
H -5.89 9.53 -0.41
H -7.08 6.78 -0.32
H -6.79 7.75 -1.73
H -8.19 9.60 -2.22
H -8.17 10.45 -0.69
H -9.70 9.77 -1.28
H -7.04 9.17 1.43
H -6.30 7.87 1.99
*
```

Properties
HOMO level (eV): -5.974
LUMO (eV): 1.734

---

The following is a quantum chemistry calculation of a cluster of 20 separate species, C32H110O38P6 in total, from the OMol25 dataset.

```
! RIJCOSX wB97M-V def2-TZVPD def2/J DEFGRID3
* xyz 0 1
C 4.05 -30.03 -16.30
O 3.55 -31.26 -15.80
H 4.39 -30.02 -17.33
H 3.11 -29.50 -16.43
H 4.68 -29.38 -15.68
H 3.22 -31.82 -16.50
C 9.45 -25.44 -8.42
O 8.94 -24.51 -9.34
H 9.89 -24.98 -7.53
H 8.73 -26.16 -8.05
H 10.17 -26.02 -8.99
H 8.84 -24.99 -10.16
C 1.55 -29.55 -10.77
O 2.38 -28.93 -9.81
H 1.73 -30.59 -10.52
H 0.53 -29.24 -10.54
H 1.85 -29.43 -11.81
H 2.14 -29.38 -9.00
C 7.55 -27.50 -5.79
O 8.97 -27.26 -5.88
H 7.08 -26.52 -5.75
H 7.19 -27.96 -6.71
H 7.41 -28.12 -4.90
H 9.34 -28.08 -6.23
C 6.54 -26.00 -17.06
O 5.58 -26.97 -16.84
H 7.47 -26.58 -17.07
H 6.35 -25.45 -17.98
H 6.47 -25.31 -16.23
H 4.96 -26.83 -16.12
C 0.02 -22.64 -6.81
O 0.62 -22.63 -8.09
H 0.69 -22.93 -6.00
H -0.50 -21.74 -6.47
H -0.75 -23.41 -6.94
H 1.15 -23.42 -8.23
C 6.74 -23.57 -12.32
O 8.17 -23.45 -12.43
H 6.32 -22.69 -11.85
H 6.14 -23.95 -13.15
H 6.61 -24.37 -11.59
H 8.50 -22.65 -12.03
C 7.83 -29.88 -10.05
O 7.83 -29.14 -8.92
H 8.34 -30.84 -10.02
H 6.84 -30.20 -10.37
H 8.32 -29.23 -10.77
H 8.64 -29.25 -8.41
C 5.06 -27.23 -10.90
O 4.04 -26.45 -10.35
H 4.93 -27.25 -11.98
H 6.01 -26.72 -10.81
H 5.27 -28.22 -10.48
H 3.38 -27.14 -10.21
C 2.80 -25.40 -14.08
O 2.92 -26.32 -15.15
H 2.75 -24.34 -14.34
H 2.02 -25.72 -13.39
H 3.55 -25.37 -13.29
H 2.77 -25.94 -16.02
C 6.16 -31.85 -13.24
O 7.46 -32.39 -13.32
H 6.25 -30.77 -13.30
H 5.57 -32.16 -14.10
H 5.91 -32.13 -12.21
H 7.84 -31.90 -14.05
C 9.45 -21.66 -7.50
O 8.27 -22.19 -8.05
H 9.37 -20.76 -6.89
H 9.97 -22.45 -6.96
H 10.02 -21.25 -8.33
H 8.41 -23.06 -8.43
C 2.04 -25.53 -7.35
O 2.33 -24.81 -8.55
H 1.79 -24.96 -6.46
H 1.24 -26.27 -7.45
H 2.93 -26.03 -6.96
H 3.08 -25.21 -8.99
C 10.69 -26.89 -12.00
O 9.79 -25.79 -11.77
H 10.31 -27.75 -11.45
H 10.73 -27.16 -13.06
H 11.74 -26.71 -11.74
H 9.69 -25.26 -12.57
C 4.87 -19.76 -14.04
O 4.15 -20.93 -13.84
P 3.24 -21.25 -12.48
O 2.34 -22.41 -12.64
O 4.38 -21.64 -11.38
C 4.29 -21.94 -10.04
O 2.58 -19.83 -12.17
C 1.65 -19.29 -13.07
H 4.58 -19.16 -14.90
H 5.90 -20.08 -14.23
H 4.85 -19.21 -13.10
H 4.10 -23.01 -9.98
H 3.49 -21.34 -9.61
H 5.17 -21.64 -9.47
H 1.80 -18.21 -13.10
H 0.62 -19.49 -12.77
H 1.73 -19.63 -14.10
C -1.85 -29.61 -7.85
O -1.01 -30.13 -6.88
P 0.27 -31.07 -7.30
O 1.54 -30.30 -7.51
O 0.31 -32.20 -6.16
C 1.49 -32.89 -5.97
O -0.26 -31.82 -8.62
C 0.36 -32.80 -9.32
H -2.46 -30.34 -8.38
H -1.41 -29.09 -8.70
H -2.69 -29.00 -7.50
H 2.21 -32.85 -6.79
H 1.28 -33.96 -5.87
H 1.93 -32.66 -5.00
H -0.28 -33.66 -9.16
H 1.39 -33.03 -9.05
H 0.26 -32.53 -10.38
C 8.06 -30.42 -3.11
O 6.86 -29.79 -2.78
P 5.37 -30.13 -3.49
O 4.16 -29.58 -2.84
O 5.63 -29.55 -4.99
C 4.57 -29.53 -5.93
O 5.31 -31.85 -3.64
C 5.09 -32.55 -2.42
H 8.85 -29.67 -3.12
H 7.97 -30.77 -4.13
H 8.32 -31.24 -2.44
H 4.78 -29.89 -6.94
H 4.29 -28.48 -5.99
H 3.65 -29.94 -5.51
H 4.08 -32.43 -2.05
H 5.58 -32.05 -1.59
H 5.38 -33.60 -2.36
C 2.57 -22.14 -3.22
O 2.83 -23.44 -3.48
P 4.18 -23.78 -4.21
O 5.41 -23.26 -3.53
O 4.06 -25.38 -4.57
C 3.95 -26.32 -3.53
O 3.81 -23.13 -5.68
C 4.69 -23.16 -6.76
H 1.63 -21.92 -3.74
H 3.35 -21.51 -3.64
H 2.53 -22.02 -2.14
H 3.37 -27.23 -3.74
H 3.68 -25.97 -2.53
H 4.93 -26.77 -3.45
H 4.25 -23.58 -7.66
H 5.64 -23.68 -6.63
H 4.75 -22.12 -7.07
C -2.39 -25.73 -8.07
O -2.52 -26.24 -9.35
P -2.46 -25.20 -10.68
O -2.94 -25.69 -11.99
O -3.47 -23.97 -10.25
C -4.91 -24.19 -10.24
O -1.06 -24.39 -10.59
C 0.14 -24.80 -11.28
H -1.42 -26.00 -7.67
H -3.24 -25.92 -7.42
H -2.33 -24.64 -8.08
H -5.42 -24.18 -9.28
H -5.18 -25.16 -10.64
H -5.34 -23.38 -10.83
H 0.85 -25.33 -10.65
H 0.66 -23.99 -11.79
H -0.05 -25.57 -12.03
C 7.69 -27.84 -14.47
O 9.01 -28.38 -14.46
P 9.53 -29.60 -15.47
O 9.92 -29.06 -16.76
O 8.36 -30.78 -15.46
C 7.28 -30.74 -16.37
O 10.69 -30.35 -14.64
C 11.40 -31.48 -15.15
H 7.29 -27.82 -13.46
H 6.98 -28.43 -15.05
H 7.71 -26.77 -14.66
H 7.56 -31.35 -17.24
H 6.93 -29.78 -16.74
H 6.42 -31.30 -16.00
H 11.23 -31.68 -16.21
H 11.30 -32.38 -14.55
H 12.46 -31.26 -15.04
*
```

Properties
HOMO level (eV): -9.290
LUMO (eV): 0.237

---

The following is a quantum chemistry calculation of a structure of composition C32H14AlCl8N2OS2, from the OMol25 dataset.

```
! RIJCOSX wB97M-V def2-TZVPD def2/J DEFGRID3
* xyz 1 1
Al 0.60 -0.22 0.02
Cl -1.49 -1.85 2.27
C -1.54 -2.31 0.60
C -0.71 -1.65 -0.29
C -0.73 -2.08 -1.60
Cl 0.39 -1.25 -2.64
C -1.53 -3.11 -2.08
Cl -1.50 -3.58 -3.72
C -2.37 -3.74 -1.16
Cl -3.40 -5.01 -1.68
C -2.37 -3.35 0.19
Cl -3.39 -4.14 1.31
Cl 5.15 -1.92 5.68
C 4.20 -1.56 4.28
C 3.13 -0.69 4.39
C 2.38 -0.42 3.26
Cl 1.05 0.71 3.36
C 2.65 -1.00 2.02
O 1.94 -0.74 0.94
C 3.75 -1.86 1.95
Cl 4.15 -2.57 0.43
C 4.52 -2.15 3.07
H 2.88 -0.23 5.33
H 5.35 -2.82 2.98
S 5.69 0.23 -2.70
C 6.81 0.64 -3.92
C 6.48 1.80 -4.54
C 5.30 2.38 -4.02
C 4.74 1.64 -3.02
C 3.52 1.93 -2.27
C 2.77 0.89 -1.70
N 1.67 1.11 -1.00
C 1.24 2.37 -0.82
C 1.90 3.48 -1.35
C 1.35 4.78 -1.09
C 0.23 4.94 -0.35
C -0.46 3.80 0.21
C -1.62 3.87 0.99
C -2.22 2.72 1.46
C -1.61 1.49 1.16
N -0.49 1.41 0.46
C 0.07 2.54 -0.03
C -3.45 2.75 2.25
C -4.40 3.73 2.29
C -5.47 3.44 3.17
C -5.32 2.23 3.78
S -3.88 1.45 3.31
C 3.07 3.23 -2.08
H 7.65 0.00 -4.11
H 7.07 2.23 -5.34
H 4.86 3.29 -4.40
H 3.08 -0.14 -1.80
H 1.86 5.65 -1.50
H -0.17 5.92 -0.17
H -2.04 4.84 1.23
H -2.03 0.56 1.52
H -4.35 4.63 1.69
H -6.32 4.08 3.33
H -5.98 1.76 4.49
H 3.64 4.05 -2.49
*
```

Properties
HOMO level (eV): -10.707
LUMO (eV): -4.161

---

The following is a quantum chemistry calculation of a structure of composition C32H16FeIN8, from the OMol25 dataset.

```
! RIJCOSX wB97M-V def2-TZVPD def2/J DEFGRID3
* xyz 0 6
Fe -0.03 -0.01 0.35
C -0.72 6.48 0.32
C 0.67 6.48 0.43
C 1.39 5.30 0.39
C 0.68 4.13 0.24
C 1.11 2.72 0.17
N 0.00 1.91 0.01
C -1.12 2.72 -0.01
N -2.36 2.40 -0.14
C -2.72 1.11 -0.27
C -4.07 0.71 -0.54
C -5.24 1.43 -0.74
C -6.40 0.72 -0.98
C -6.40 -0.69 -1.01
C -5.24 -1.41 -0.80
C -4.07 -0.69 -0.57
C -2.71 -1.10 -0.32
N -2.35 -2.39 -0.25
C -1.11 -2.72 -0.12
N 0.00 -1.91 -0.07
C 1.11 -2.72 0.06
N 2.35 -2.40 0.15
C 2.73 -1.10 0.15
N 1.92 0.00 0.17
C 2.72 1.10 0.19
N 2.35 2.39 0.25
C 4.10 0.70 0.18
C 5.29 1.42 0.19
C 6.47 0.70 0.17
C 6.47 -0.70 0.15
C 5.29 -1.42 0.14
C 4.10 -0.70 0.15
C 0.68 -4.13 0.06
C 1.40 -5.31 0.16
C 0.68 -6.49 0.15
C -0.71 -6.49 0.04
C -1.43 -5.30 -0.06
C -0.69 -4.13 -0.05
N -1.92 0.00 -0.15
C -0.70 4.13 0.13
C -1.44 5.30 0.16
H -1.26 7.42 0.36
H 1.19 7.42 0.55
H 2.47 5.28 0.48
H -5.23 2.52 -0.72
H -7.33 1.25 -1.14
H -7.33 -1.21 -1.19
H -5.23 -2.49 -0.82
H 5.28 2.50 0.21
H 7.42 1.23 0.18
H 7.42 -1.23 0.13
H 5.29 -2.50 0.12
H 2.48 -5.29 0.25
H 1.20 -7.44 0.24
H -1.25 -7.43 0.04
H -2.50 -5.28 -0.15
H -2.51 5.28 0.08
I -0.22 -0.05 2.90
*
```

Properties
HOMO level (spin up / spin down) (eV): -6.225 / -8.507
LUMO (spin up / spin down) (eV): -1.260 / -2.545
Expectation value of S²: 8.82

---

| no. | molecular weight (g/mol) |
| --- | --- |
| 1 | 893.147 |
| 2 | 1289.038 |
| 3 | 817.217 |
| 4 | 695.285 |